Molecular formula: C94H113N17O19
Method: DFT, the ωB97M-V functional and the def2-TZVPD basis

Structure (XYZ):
```
243
Properties=species:S:1:pos:R:3:forces:R:3
C 20.946 14.412 14.664 -0.66 0.66 -1.04
N 20.196 14.200 15.942 0.66 0.03 -1.97
C 20.701 13.211 16.662 -1.36 -0.21 2.72
C 19.988 12.833 17.804 0.69 -1.15 1.08
C 18.738 13.346 18.063 -0.97 0.29 1.06
C 18.354 14.485 17.354 -1.26 -0.74 0.29
C 19.054 14.881 16.291 1.37 0.16 -1.78
C 17.840 12.850 19.180 2.67 0.08 0.40
C 16.488 12.464 19.005 0.88 0.14 0.54
C 15.905 12.043 20.150 -1.62 0.63 -2.01
N 16.445 12.091 21.344 0.30 -2.42 2.22
C 17.842 12.294 21.675 -0.99 3.79 -1.35
C 18.527 12.786 20.369 -1.78 1.13 -0.05
C 15.725 11.396 22.487 1.10 0.50 -1.33
H 21.304 15.435 14.599 -0.07 0.15 0.25
H 20.302 14.263 13.742 0.53 -0.22 1.33
H 21.847 13.785 14.668 -0.52 0.13 0.00
H 21.618 12.682 16.488 0.49 0.32 -0.75
H 20.418 12.128 18.569 -0.41 0.45 -1.43
H 17.406 14.944 17.560 -0.23 0.26 0.16
H 18.692 15.672 15.627 0.53 -0.28 0.14
H 15.979 12.523 18.079 -0.40 -0.08 -0.60
H 14.835 11.836 20.040 0.32 -0.39 0.69
H 17.702 12.945 22.616 1.32 -0.35 -1.45
H 19.511 13.226 20.318 0.22 -0.32 0.77
H 15.237 12.217 22.938 -1.16 0.33 0.95
H 16.464 11.002 23.213 -0.63 -0.01 -0.72
H 15.074 10.650 22.019 0.05 0.13 0.62
C 32.455 7.199 25.332 -0.50 -0.21 -0.74
N 31.387 8.080 24.838 -0.11 -0.28 0.04
C 31.497 8.645 23.656 -0.90 1.58 -1.15
C 30.522 9.518 23.132 1.59 -1.13 -1.54
C 29.379 9.663 23.845 -1.83 0.89 -0.05
C 29.280 9.067 25.117 -1.38 1.46 -0.34
C 30.262 8.279 25.549 1.44 -1.64 2.64
C 28.189 10.365 23.199 2.65 -1.88 -0.33
C 27.967 10.169 21.850 0.05 -0.97 -1.99
C 26.793 10.539 21.232 -0.59 0.57 2.71
N 25.803 11.150 22.019 1.68 -0.38 -2.09
C 26.178 11.600 23.214 -0.11 0.32 0.24
C 27.362 11.175 23.841 -3.16 1.73 1.12
C 24.425 11.375 21.475 -0.66 -0.08 0.05
H 33.183 7.213 24.555 0.70 -0.42 -0.35
H 32.075 6.215 25.522 -0.29 -0.57 -0.25
H 32.902 7.516 26.232 0.30 0.93 1.03
H 32.326 8.434 23.035 1.02 -0.33 -0.14
H 30.665 9.957 22.085 -0.22 -0.29 1.64
H 28.460 9.310 25.790 -0.05 -0.40 -0.32
H 30.291 7.739 26.530 -0.39 0.78 -0.97
H 28.692 9.645 21.204 -0.50 0.42 0.62
H 26.644 10.406 20.197 -0.63 -0.19 -0.95
H 25.534 12.364 23.640 -0.29 -0.56 0.40
H 27.410 11.443 24.879 0.49 0.21 0.30
H 24.336 11.097 20.392 0.55 0.17 1.06
H 24.192 12.453 21.577 -0.06 -0.96 0.25
H 23.708 10.762 22.095 0.80 0.80 -0.61
C 19.073 17.391 19.983 0.65 0.58 0.71
N 20.319 16.581 20.218 -0.64 -0.56 -1.72
C 21.185 16.252 19.186 -1.06 0.74 2.18
C 22.410 15.745 19.534 0.65 -1.34 -1.74
C 22.774 15.568 20.868 -0.51 0.28 0.68
C 21.785 15.803 21.849 1.14 -0.71 0.02
C 20.527 16.234 21.493 0.58 0.03 -0.46
C 24.216 15.208 21.148 -0.58 0.63 0.62
C 24.876 14.307 20.334 0.92 -0.73 -0.69
C 26.252 14.219 20.235 -1.03 2.41 2.51
N 26.963 15.080 21.013 -0.87 -0.09 1.70
C 26.388 15.811 22.030 -1.95 -1.26 -2.57
C 24.967 15.871 22.117 2.03 0.76 -0.48
C 28.417 15.123 20.940 0.13 0.90 -2.48
H 18.666 17.301 18.944 0.67 0.17 0.98
H 19.478 18.411 20.279 -1.17 -0.84 -0.91
H 18.331 17.084 20.753 0.35 0.08 -0.61
H 20.832 16.457 18.184 0.25 -0.07 0.02
H 22.991 15.333 18.654 -0.27 0.84 0.89
H 21.985 15.544 22.878 0.04 -0.05 0.12
H 19.661 16.291 22.150 -0.09 0.12 0.43
H 24.340 13.593 19.768 -0.78 -0.37 -0.94
H 26.838 13.554 19.697 0.74 -1.28 -1.31
H 27.112 16.403 22.527 0.00 0.51 0.86
H 24.570 16.636 22.768 -0.31 -0.31 0.24
H 28.714 15.311 19.854 -0.10 -0.38 1.65
H 28.826 14.213 21.293 0.53 -0.97 0.25
H 28.717 15.962 21.536 0.53 0.29 0.15
C 40.221 22.355 15.479 -0.36 0.75 2.61
N 39.249 21.434 16.080 -2.55 -1.43 -0.30
C 37.903 21.494 15.664 2.53 -0.87 0.91
C 36.953 20.722 16.269 -0.92 0.58 0.74
C 37.278 19.996 17.408 -0.98 -1.06 1.03
C 38.608 19.864 17.751 0.29 -0.68 1.13
C 39.570 20.541 17.058 0.82 1.17 -0.86
C 36.225 19.309 18.302 0.65 0.79 -0.21
C 35.169 18.553 17.787 0.95 0.30 -0.39
C 34.410 17.825 18.675 -0.61 -0.41 -1.85
N 34.528 17.931 19.972 -0.20 -1.91 0.75
C 35.489 18.665 20.514 0.80 0.95 -0.37
C 36.365 19.398 19.713 -0.54 -0.79 0.65
C 33.760 16.954 20.805 -0.16 0.50 1.73
H 39.767 22.886 14.717 -1.00 0.75 -1.77
H 41.099 21.890 15.133 1.04 -0.73 -0.13
H 40.380 23.115 16.267 0.59 -0.43 -0.42
H 37.689 22.106 14.829 -0.05 0.72 -0.56
H 35.898 20.858 16.029 0.37 -0.11 -0.34
H 38.951 19.259 18.617 -0.43 0.38 -0.83
H 40.624 20.401 17.310 -0.28 0.38 -0.21
H 34.988 18.380 16.709 0.25 0.28 0.79
H 33.709 17.106 18.290 -0.66 0.05 0.06
H 35.547 18.573 21.582 0.24 0.39 0.30
H 37.129 19.922 20.300 -0.13 0.04 -0.87
H 32.976 16.435 20.251 0.13 0.08 -0.41
H 33.272 17.526 21.608 -0.06 0.06 -0.41
H 34.415 16.270 21.384 0.02 0.30 -0.96
C 7.174 6.781 30.251 1.30 1.11 2.19
N 8.448 7.594 30.349 -0.81 1.85 0.75
C 8.288 8.970 30.447 -0.76 -0.93 -0.10
C 9.360 9.803 30.645 0.58 -0.02 -0.20
C 10.625 9.224 30.699 -0.04 -0.71 0.64
C 10.733 7.824 30.768 2.45 0.55 -0.40
C 9.662 7.047 30.569 -2.33 0.11 -0.12
C 11.835 10.063 30.541 -2.04 -0.76 1.10
C 12.000 11.287 31.144 0.95 0.43 -0.28
C 13.035 12.086 30.681 -1.18 0.84 1.70
N 13.847 11.684 29.733 0.61 0.08 -2.30
C 13.632 10.490 29.124 0.63 0.51 0.31
C 12.660 9.629 29.566 2.18 0.51 -1.91
C 14.800 12.635 29.055 2.00 -0.59 -0.23
H 6.689 6.866 31.238 0.16 -0.28 -0.42
H 7.402 5.784 30.013 0.27 -1.19 -0.36
H 6.586 7.257 29.543 -1.17 0.59 -1.48
H 7.264 9.394 30.369 0.75 -0.70 -0.06
H 9.281 10.896 30.672 -0.36 -0.55 -0.08
H 11.702 7.271 30.830 -0.78 0.92 0.17
H 9.682 5.993 30.609 0.13 -1.01 -0.11
H 11.385 11.657 31.941 -0.33 0.03 0.12
H 13.108 13.106 31.066 0.44 -0.37 -0.19
H 14.214 10.305 28.239 0.39 -0.09 -0.05
H 12.594 8.749 28.950 -0.56 -0.39 0.33
H 15.845 12.586 29.479 -1.23 -0.41 0.01
H 14.501 13.663 29.186 -0.60 0.07 -0.13
H 14.974 12.332 27.986 -0.61 0.40 0.86
C 21.097 20.847 28.292 0.11 -1.05 0.52
N 21.175 19.417 27.926 0.76 -0.02 0.03
C 20.060 18.881 27.467 -0.67 0.14 0.40
C 19.914 17.546 27.203 -0.43 1.10 -0.25
C 21.024 16.776 27.344 0.89 -1.39 -0.18
C 22.238 17.348 27.680 1.23 -0.93 0.38
C 22.301 18.659 28.004 -2.54 -0.50 -0.84
C 20.990 15.320 27.196 -1.96 -1.21 -0.74
C 19.988 14.716 26.393 0.02 0.36 1.05
C 19.825 13.330 26.462 -0.51 0.87 -1.54
N 20.646 12.578 27.188 1.32 0.10 1.37
C 21.584 13.091 27.989 -1.11 4.36 -0.80
C 21.722 14.496 28.016 0.78 -1.94 0.14
C 20.635 11.149 27.116 -0.82 -1.42 -0.46
H 20.920 20.952 29.359 0.17 -0.01 0.04
H 20.287 21.267 27.748 -0.55 0.46 -0.38
H 22.003 21.269 27.977 1.20 0.97 -0.13
H 19.264 19.589 27.418 -0.69 -0.01 -0.25
H 18.946 17.252 26.872 -0.55 -0.69 -0.38
H 23.156 16.708 27.742 -0.97 0.86 -0.18
H 23.198 19.062 28.226 2.52 1.82 1.02
H 19.263 15.384 25.885 0.26 -0.72 -0.38
H 19.063 12.787 25.868 0.35 0.30 0.30
H 22.094 12.579 28.740 0.72 -1.60 0.46
H 22.459 14.851 28.707 0.16 0.36 0.26
H 20.603 10.674 28.102 -0.24 0.37 -0.06
H 21.571 10.832 26.655 -0.25 -0.02 -0.39
H 19.729 10.916 26.545 0.38 -0.61 0.06
C 27.770 13.004 16.859 -1.40 1.12 0.06
N 27.379 12.939 15.452 -0.18 0.29 -0.65
C 28.178 13.651 14.578 -1.17 -0.99 1.79
C 28.084 13.502 13.269 -1.74 -1.36 -2.58
C 27.067 12.605 12.789 0.84 1.62 -1.63
C 26.229 12.016 13.686 -2.12 -0.27 -0.79
C 26.307 12.243 15.043 2.91 0.63 -0.41
C 26.808 12.523 11.257 0.47 0.73 0.56
C 26.910 13.599 10.330 -0.25 -1.55 1.44
C 26.580 13.392 9.015 0.08 0.32 0.62
N 26.260 12.179 8.573 -1.03 -1.71 1.21
C 26.153 11.075 9.415 0.74 1.91 -0.87
C 26.452 11.298 10.735 0.25 -2.02 0.50
C 25.795 12.048 7.204 0.96 -1.39 -0.44
H 27.974 14.051 17.062 0.09 -0.07 0.41
H 28.587 12.394 17.060 1.79 -0.87 0.06
H 27.004 12.591 17.489 -0.74 0.10 0.12
H 28.773 14.362 15.049 1.32 0.88 0.69
H 28.634 14.045 12.521 0.43 0.26 0.31
H 25.315 11.519 13.362 0.39 -0.16 -0.10
H 25.710 11.795 15.780 -1.08 -0.49 1.02
H 27.193 14.561 10.657 0.13 1.00 0.24
H 26.482 14.243 8.344 0.25 -0.38 -0.21
H 25.890 10.093 8.986 0.19 0.85 0.20
H 26.539 10.405 11.371 -0.46 0.47 -0.17
H 25.491 10.986 7.108 -0.12 0.93 -0.47
H 26.649 12.254 6.552 -0.35 -0.05 -0.14
H 25.014 12.758 7.071 -0.75 0.24 -0.46
N 16.633 11.781 25.960 1.93 -1.01 -1.49
O 15.635 12.414 25.724 -2.10 1.02 0.58
O 16.851 11.183 27.017 -0.51 -0.23 1.82
O 17.504 11.676 25.066 0.89 0.23 -0.44
N 23.772 11.678 17.838 3.78 -0.27 -1.49
O 23.451 11.524 16.672 -0.69 -0.42 -0.89
O 23.014 12.159 18.646 -0.48 0.18 1.70
O 25.059 11.396 18.109 -2.34 0.70 0.66
N 23.311 13.537 24.649 -0.85 -0.54 -0.60
O 22.854 13.380 23.485 0.85 -0.20 0.78
O 23.516 12.508 25.384 0.00 1.59 -0.61
O 23.501 14.712 25.046 0.26 -0.68 0.52
C 31.241 12.372 19.226 -0.80 0.15 0.63
C 29.992 11.914 20.037 -0.73 0.90 -0.54
O 30.203 11.542 21.219 0.46 -0.04 -0.06
O 28.822 12.006 19.542 0.80 0.11 -0.11
H 31.651 13.265 19.706 0.11 -0.31 0.30
H 31.060 12.720 18.220 -0.45 -0.30 -0.41
H 31.946 11.554 19.231 0.39 -0.04 0.00
C 20.299 9.974 23.051 3.78 2.10 0.76
C 19.787 11.334 22.621 -2.64 1.55 -1.36
O 18.470 11.144 21.998 3.41 -2.64 2.17
O 20.228 12.471 22.712 -0.44 -3.04 0.23
H 21.351 10.210 23.479 -1.31 -0.27 -0.86
H 20.468 9.213 22.305 -0.63 0.04 -0.38
H 19.845 9.625 23.936 -1.36 -0.54 0.64
C 29.399 16.942 17.874 0.45 1.06 0.07
C 30.844 16.755 18.388 0.35 0.89 -2.01
O 31.037 15.886 19.241 0.16 -0.72 1.09
O 31.714 17.512 17.856 -0.21 -0.35 0.55
H 28.900 16.009 17.626 -0.02 -0.05 0.05
H 29.325 17.693 17.070 0.22 -0.64 0.08
H 28.922 17.434 18.713 -0.64 -0.14 0.30
C 23.865 16.967 15.716 -1.29 -0.71 -1.20
C 23.654 15.417 15.752 -0.46 -0.15 1.56
O 22.949 14.993 16.740 0.40 0.55 -0.75
O 24.175 14.672 14.900 0.21 0.42 -0.30
H 24.152 17.329 16.690 0.51 0.11 0.15
H 22.909 17.505 15.479 0.54 -0.67 0.22
H 24.522 17.187 14.877 0.42 0.31 0.37
C 15.745 16.080 24.044 -1.06 0.50 0.34
C 17.213 16.194 23.965 2.37 -0.10 -1.93
O 17.918 16.609 24.909 -0.10 0.51 2.06
O 17.778 15.857 22.887 -0.36 -0.15 -0.86
H 15.427 15.106 23.720 -0.08 -0.48 -0.18
H 15.190 16.821 23.438 0.55 -0.23 0.22
H 15.494 16.212 25.079 -0.56 0.08 0.50
```
Forces are in eV/Å.

Computed properties:
HOMO level: -13.45 eV
LUMO energy: -9.9 eV
total charge: +6
energy: -163475.140 eV
gap between HOMO and LUMO: 3.5824 eV
multiplicity: 1

Löwdin population analysis, charges in e, atoms 1 to 6:
1. C 0.01
2. N -0.06
3. C -0.01
4. C 0.04
5. C -0.13
6. C -0.01